Record 1
C26H25Cl2CoN5O5S | ωB97M-V/def2-TZVPD

```
65
C26H25Cl2CoN5O5S ωB97M-V/def2-TZVPD
Co 0.095 -0.637 0.100
C -2.444 -2.087 -0.517
N -1.989 -1.351 0.679
C -2.860 -0.265 1.029
C -2.173 1.014 1.453
C -2.831 1.965 2.171
C -2.188 3.133 2.540
C -0.823 3.262 2.243
C -0.190 2.216 1.609
N -0.872 1.171 1.081
C -1.560 -2.133 1.874
C -0.530 -3.149 1.544
C -0.399 -4.267 2.323
C 0.651 -5.129 2.132
C 1.456 -4.910 1.054
C 1.255 -3.789 0.297
N 0.319 -2.874 0.533
C -2.354 -1.131 -1.696
C -3.348 -1.027 -2.617
C -3.171 -0.114 -3.644
C -1.952 0.500 -3.822
C -0.990 0.298 -2.863
N -1.190 -0.520 -1.799
H -3.511 -2.370 -0.386
H -1.718 -2.906 -0.687
H -3.561 -0.546 1.814
H -3.449 -0.018 0.177
H -3.795 1.787 2.607
H -2.708 3.940 3.068
H -0.219 4.050 2.635
H 0.858 2.120 1.522
H -2.440 -2.592 2.314
H -1.169 -1.418 2.648
H -1.173 -4.455 3.021
H 0.787 -5.968 2.827
H 2.283 -5.562 0.741
H 1.859 -3.582 -0.567
H -4.227 -1.689 -2.608
H -3.937 0.081 -4.330
H -1.672 1.104 -4.663
H 0.025 0.727 -2.847
Cl 1.925 -1.806 4.461
C 3.066 -1.302 3.213
Cl 3.961 0.108 3.612
C 2.442 -1.030 1.865
O 3.120 -1.360 0.893
O 1.262 -0.585 1.801
H 3.800 -2.085 3.080
N 1.909 -0.395 -1.277
C 2.189 0.976 -1.569
C 2.361 1.885 -0.554
C 2.254 3.270 -0.714
C 2.045 3.756 -2.068
C 2.191 2.897 -3.100
C 2.220 1.501 -2.887
S 1.809 5.502 -2.409
O 0.686 6.028 -1.666
O 2.951 6.251 -1.923
O 1.676 5.523 -3.833
H 2.000 -0.938 -2.133
H 2.595 -0.761 -0.581
H 2.492 1.529 0.483
H 2.411 4.028 0.073
H 2.209 3.344 -4.096
H 2.282 0.782 -3.664
```

Values from the calculation:
- Frontier orbital gap (alpha / beta): 0.3355 / 0.2079 Ha
- LUMO level (alpha / beta): -0.0958 / -0.2256 Ha
- Largest force on an atom: 3.52 eV/Å
- HOMO level (alpha / beta): -11.74 / -11.80 eV
- Net charge: +1
- Multiplicity: 5
- Expectation value of S²: 6.020


Record 2
C26H64O8 | ωB97M-V/def2-TZVPD

```
98
C26H64O8 ωB97M-V/def2-TZVPD
C 0.742 -0.279 -4.273
C 0.249 -1.295 -5.275
C -1.050 -0.873 -6.017
C -0.754 0.212 -6.883
C -1.874 0.633 -7.916
H 1.575 -0.762 -3.761
H -0.006 0.027 -3.580
H 1.015 0.731 -5.026
H -0.105 -2.226 -4.861
H 0.948 -1.412 -5.970
H -1.814 -0.570 -5.308
H -1.242 -1.746 -6.514
H 0.158 0.083 -7.572
H -0.482 1.120 -6.378
H -2.061 -0.080 -8.602
H -1.599 1.640 -8.344
H -2.903 0.801 -7.465
C -4.262 3.075 1.609
C -2.973 2.244 1.477
C -2.090 2.980 0.408
C -1.279 2.034 -0.245
C -0.702 2.638 -1.515
H -5.260 2.756 2.071
H -4.567 2.861 0.514
H -3.854 3.979 1.939
H -3.194 1.454 0.890
H -2.571 2.063 2.481
H -1.468 3.670 0.616
H -2.731 3.656 -0.342
H -1.466 1.043 -0.303
H -0.707 1.721 0.512
H -0.243 3.409 -1.505
H -1.311 2.788 -2.265
H -0.066 1.790 -1.895
C 1.679 3.590 1.236
O 2.519 3.183 2.354
C 3.793 3.283 2.097
C 4.448 3.229 3.297
O 5.903 2.984 3.164
C 6.648 2.499 4.192
H 1.449 4.725 0.809
H 0.631 3.233 1.608
H 1.907 3.044 0.356
H 3.948 4.316 1.542
H 4.189 2.623 1.319
H 4.031 2.489 3.919
H 4.212 4.236 3.852
H 6.259 1.551 4.638
H 6.434 3.052 5.110
H 7.873 2.627 4.043
C 0.422 -6.940 0.444
O -0.377 -6.235 -0.510
C -0.325 -4.865 -0.565
C -1.217 -4.316 -1.357
O -1.222 -2.870 -1.149
C -2.221 -2.322 -1.881
H 1.409 -6.453 0.496
H 0.363 -8.040 0.371
H 0.248 -6.692 1.464
H 0.645 -4.269 -1.073
H -0.493 -4.341 0.327
H -2.195 -4.882 -0.961
H -1.031 -4.372 -2.392
H -1.894 -2.655 -2.846
H -2.100 -1.249 -1.855
H -3.092 -2.872 -1.421
C 1.285 -1.128 -0.699
O 2.471 -1.348 0.015
C 2.701 -0.421 1.140
C 4.040 -0.403 1.436
O 4.813 0.261 0.427
C 6.290 0.238 0.605
H 0.400 -1.064 -0.015
H 1.114 -1.661 -1.481
H 1.276 -0.121 -1.279
H 2.012 -0.695 1.806
H 2.254 0.698 1.025
H 4.401 -1.322 1.612
H 4.100 0.090 2.143
H 6.575 0.997 1.398
H 6.819 0.353 -0.346
H 6.505 -0.686 1.023
C -2.700 -1.938 1.683
O -2.998 -1.001 2.709
C -4.293 -1.328 3.226
C -4.692 -0.370 4.046
O -3.935 -0.297 5.255
C -4.021 0.778 6.061
H -2.893 -3.072 2.072
H -1.717 -1.800 1.439
H -3.190 -1.736 0.823
H -4.048 -2.404 3.540
H -4.820 -1.309 2.398
H -5.817 -0.151 4.256
H -4.600 0.569 3.547
H -3.455 1.605 5.718
H -3.540 0.324 6.798
H -5.196 0.862 6.306
```

Values from the calculation:
- Frontier orbital gap: 0.3693 Ha
- LUMO level: 0.0261 Ha
- Largest force on an atom: 15.43 eV/Å
- HOMO level: -9.34 eV
- Structure (SMILES): COCCOC.COCCOC.COCCOC.COCCOC.CCCCC.CCCCC


Record 3
C58H62N12O10PS4SeTl | ωB97M-V/def2-TZVPD

```
149
C58H62N12O10PS4SeTl ωB97M-V/def2-TZVPD
Tl 0.042 0.677 0.070
N -3.926 -0.449 0.016
C -3.758 0.132 -1.183
N -2.642 0.576 -1.668
C -2.802 1.102 -2.931
C -4.063 1.053 -3.431
S -5.145 0.341 -2.286
C -1.643 1.643 -3.646
C -1.659 2.083 -4.929
S -0.094 2.624 -5.404
C 0.494 2.199 -3.782
N -0.421 1.704 -3.012
N 1.808 2.353 -3.482
H -3.102 -0.574 0.630
H -4.826 -0.800 0.287
H -4.429 1.406 -4.381
H -2.480 2.122 -5.626
H 2.318 3.003 -4.057
H 1.965 2.460 -2.480
Se 6.625 -4.069 3.443
N 6.275 -2.330 3.277
C 5.044 -2.218 2.860
C 4.400 -0.955 2.551
C 4.978 0.285 2.828
C 4.328 1.427 2.435
C 3.184 1.298 1.648
N 2.600 0.138 1.416
C 3.134 -0.971 1.942
C 2.340 -2.216 1.930
N 1.036 -2.100 1.686
C 0.271 -3.172 1.790
C 0.778 -4.448 2.051
C 2.126 -4.586 2.282
C 2.930 -3.445 2.269
C 4.327 -3.468 2.660
N 4.998 -4.558 2.912
H 5.925 0.309 3.353
H 4.720 2.404 2.684
H 2.719 2.153 1.167
H -0.794 -3.010 1.669
H 0.112 -5.301 2.078
H 2.578 -5.545 2.502
O 1.011 0.383 4.450
C 0.110 0.573 3.609
O 0.134 1.284 2.578
C -1.239 -0.133 3.909
C -1.724 -0.082 5.175
C -2.966 -0.678 5.524
C -3.632 -1.454 4.605
C -3.133 -1.576 3.320
C -1.986 -0.791 2.852
O -1.721 -0.692 1.637
N -3.833 -2.448 2.429
O -5.026 -2.684 2.634
O -3.238 -2.958 1.481
N -3.494 -0.535 6.844
O -4.590 -1.031 7.104
O -2.844 0.087 7.676
H -1.157 0.420 5.946
H -4.518 -2.004 4.886
C 4.251 -0.474 -3.618
P 2.724 -0.612 -2.569
C 1.627 -1.287 -3.896
C 3.116 -2.223 -1.743
H 4.474 -1.407 -4.144
H 5.107 -0.195 -3.000
H 4.092 0.319 -4.353
H 2.051 -2.193 -4.341
H 1.478 -0.535 -4.675
H 0.660 -1.520 -3.453
H 3.462 -2.988 -2.445
H 2.207 -2.572 -1.250
H 3.875 -2.067 -0.972
C 1.080 -6.023 -2.247
C -0.039 -7.052 -2.425
C -1.429 -6.579 -1.978
C -2.224 -5.761 -3.005
N -1.814 -4.360 -3.135
C -1.916 -3.533 -2.022
S -0.588 -2.784 -1.379
N -3.138 -3.367 -1.478
C -4.383 -3.322 -2.234
C -5.583 -3.846 -1.444
C -5.626 -5.363 -1.222
C -4.681 -5.845 -0.118
H 2.049 -6.484 -2.455
H 1.094 -5.648 -1.222
H 0.970 -5.161 -2.904
H 0.222 -7.932 -1.830
H -0.084 -7.377 -3.471
H -1.331 -5.980 -1.066
H -2.032 -7.457 -1.727
H -3.273 -5.778 -2.711
H -2.145 -6.219 -3.994
H -0.876 -4.277 -3.496
H -3.122 -2.796 -0.639
H -4.249 -3.881 -3.159
H -4.588 -2.282 -2.511
H -6.478 -3.544 -1.994
H -5.604 -3.345 -0.470
H -5.398 -5.875 -2.163
H -6.649 -5.640 -0.950
H -3.654 -5.551 -0.322
H -4.722 -6.932 -0.019
H -4.964 -5.400 0.839
O 2.254 3.702 -0.521
S 1.958 5.106 -0.915
C 3.749 5.702 -1.502
C 4.916 5.070 -0.850
C 5.247 3.734 -1.100
C 6.326 3.140 -0.468
C 7.111 3.861 0.423
C 6.792 5.184 0.688
C 5.700 5.775 0.067
C 2.043 6.158 0.625
C 1.362 5.546 1.807
C 2.062 4.665 2.626
C 1.431 4.005 3.670
C 0.092 4.251 3.924
C -0.605 5.167 3.148
C 0.025 5.809 2.094
H 3.736 6.786 -1.372
H 3.695 5.458 -2.565
H 4.660 3.158 -1.804
H 6.552 2.097 -0.663
H 7.952 3.391 0.918
H 7.388 5.761 1.387
H 5.469 6.815 0.272
H 1.574 7.095 0.320
H 3.104 6.297 0.827
H 3.115 4.487 2.429
H 1.969 3.276 4.263
H -0.411 3.724 4.726
H -1.650 5.369 3.351
H -0.526 6.501 1.467
O -0.249 5.080 -0.655
C -1.148 4.239 -0.299
O -1.049 3.092 0.128
C -2.573 4.791 -0.423
C -2.824 6.086 -0.859
C -4.128 6.556 -0.947
C -5.191 5.731 -0.602
C -4.945 4.432 -0.174
C -3.641 3.966 -0.081
H -1.989 6.720 -1.129
H -4.320 7.569 -1.286
H -6.209 6.099 -0.671
H -5.774 3.784 0.087
H -3.423 2.961 0.258
```

Values from the calculation:
- Frontier orbital gap: 0.2350 Ha
- LUMO level: 0.1196 Ha
- Energy relative to the best compared isomer or geometry (same formula, charge and spin): 1.176 eV
- Largest force on an atom: 1.90 eV/Å
- HOMO level: -3.14 eV
- Net charge: -2